The following is a DFT calculation (ωB97M-V with the def2-TZVPD basis set) of a 2-piece molecular cluster, C5H16N2O overall.

```
! RIJCOSX wB97M-V def2-TZVPD def2/J DEFGRID3
* xyz 0 1
C -1.95 -2.56 -0.58
C -0.96 -1.34 -0.61
N -1.22 -0.53 -1.80
C -0.88 -0.42 0.56
C 0.40 -0.44 1.43
C 1.66 0.32 0.87
N 2.01 1.57 1.44
H -1.43 -3.42 -1.10
H -2.85 -2.19 -1.10
H -2.22 -2.92 0.46
H 0.12 -1.74 -0.88
H -1.00 -1.16 -2.54
H -2.09 -0.03 -1.87
H -1.83 -0.37 1.16
H -0.89 0.60 0.12
H 0.18 -0.10 2.42
H 0.48 -1.49 1.69
H 1.59 0.44 -0.26
H 2.48 -0.30 0.83
H 2.30 1.61 2.42
H 1.25 2.26 1.32
O 0.83 2.92 -0.99
H 1.63 2.64 -0.68
H 0.53 2.22 -1.58
*
```

## Properties
SMILES ... C[C@@H](N)CCCN.O
Lowest unoccupied orbital energy ... 1.0 eV
Relative energy (zero: lowest compared OMol25 entry of this formula, charge and spin) ... 37.2 kcal per mole
Orbital gap ... 0.376 Ha
HOMO ... -9.19 eV
DFT total energy ... -384.79883 a.u.